Entry 1:
{
  "formula": "C15H36I2NO8P3S",
  "method": "ωB97M-V/def2-TZVPD",
  "elements": ["C", "C", "S", "C", "P", "N", "C", "C", "C", "C", "I", "C", "C", "I", "H", "H", "H", "H", "H", "H", "H", "H", "H", "H", "H", "H", "H", "H", "H", "H", "H", "H", "C", "O", "P", "O", "O", "C", "O", "C", "H", "H", "H", "H", "H", "H", "H", "H", "H", "C", "O", "P", "O", "O", "C", "O", "C", "H", "H", "H", "H", "H", "H", "H", "H", "H"],
  "xyz": [[-2.413, 3.450, -4.934], [-2.576, 4.992, -5.306], [-2.211, 6.179, -3.934], [-0.664, 5.694, -3.041], [-0.878, 4.307, -1.765], [0.789, 3.907, -1.269], [1.480, 3.381, -2.256], [1.307, 1.868, -2.724], [2.580, 4.272, -2.994], [-1.680, 4.939, -0.170], [-1.650, 3.227, 1.219], [-3.210, 5.371, -0.301], [-3.409, 6.891, -0.808], [-4.449, 3.935, -1.413], [-1.410, 3.185, -4.481], [-3.208, 3.211, -4.151], [-2.657, 2.794, -5.840], [-1.934, 5.209, -6.219], [-3.673, 5.151, -5.597], [0.123, 5.418, -3.828], [-0.265, 6.620, -2.515], [2.244, 1.449, -3.233], [0.407, 1.802, -3.420], [1.136, 1.259, -1.770], [3.541, 4.151, -2.374], [2.327, 5.375, -3.001], [2.847, 3.868, -4.033], [-1.079, 5.824, 0.209], [-3.637, 5.356, 0.762], [-4.236, 6.970, -1.593], [-3.696, 7.586, 0.052], [-2.412, 7.272, -1.227], [-2.482, -3.902, 3.229], [-2.489, -2.510, 2.908], [-1.150, -1.617, 3.511], [-1.811, -0.286, 3.196], [-0.210, -2.128, 2.264], [-0.592, -1.788, 0.939], [0.219, -0.850, 4.219], [0.868, -1.611, 5.239], [-3.332, -4.377, 2.736], [-1.562, -4.376, 2.874], [-2.574, -4.039, 4.309], [-1.299, -0.958, 0.905], [-1.041, -2.662, 0.460], [0.305, -1.508, 0.383], [1.216, -2.566, 4.840], [0.178, -1.788, 6.070], [1.724, -1.045, 5.607], [3.269, -5.579, -0.495], [2.038, -5.820, 0.186], [2.161, -6.823, 1.578], [0.657, -7.013, 1.688], [2.673, -5.559, 2.492], [1.798, -4.454, 2.671], [2.497, -7.898, 2.879], [3.760, -8.560, 2.792], [3.084, -4.877, -1.310], [4.006, -5.140, 0.184], [3.658, -6.511, -0.909], [0.760, -4.696, 2.442], [2.124, -3.633, 2.030], [1.860, -4.131, 3.711], [4.574, -7.830, 2.770], [3.797, -9.180, 1.891], [3.880, -9.200, 3.666]],
  "forces_ev_per_angstrom": [[-1.0538, 0.0792, 0.3131], [0.4085, -1.4421, -0.7031], [-0.1218, -0.1659, 0.1130], [1.1671, 0.8578, -0.0806], [-0.0721, -2.1841, -0.0327], [-0.2685, 0.4074, -3.1574], [-0.0366, 0.6857, 0.7500], [0.5007, 0.2860, 0.6500], [0.7236, -1.1010, 0.4683], [-0.2433, 0.9717, -0.3722], [0.3211, 0.7968, -0.5520], [0.2410, 1.3362, 1.2781], [0.2118, -0.0693, -0.2358], [0.3821, 0.5676, 0.4822], [-1.1340, 0.3992, -0.7384], [1.2050, 0.2294, -0.9083], [0.5855, 0.9614, 1.1201], [-0.7625, -0.0277, 1.1537], [1.6034, 0.1013, 0.5833], [-1.0215, 0.0816, 1.2951], [-0.5593, -0.7407, -0.9060], [-1.3674, 0.7816, 0.5287], [1.1053, 0.0252, 0.9383], [-0.0595, 0.8428, -1.4640], [-1.2702, 0.2153, -0.8108], [0.0913, -1.4352, 0.0491], [-0.5755, 0.6262, 1.3989], [-0.8031, -1.1248, 0.1172], [0.5295, -0.3392, -1.6591], [1.3925, -0.1238, 1.0235], [0.4411, -1.1415, -0.9872], [-1.5595, -0.4439, 0.3826], [-0.1422, -0.4849, -0.1781], [1.2686, -1.0463, 3.0405], [-0.8293, 6.7078, -7.2157], [0.1152, -1.2811, 1.1819], [0.6092, -0.2956, 1.2849], [-0.4103, -0.3765, -0.5535], [-1.2058, -2.9690, 1.6986], [0.3610, -0.0059, 0.2876], [0.0708, 0.1386, 0.0359], [-0.0365, -0.0768, 0.0007], [-0.1011, -0.1781, -0.0697], [0.0259, -0.0267, 0.2270], [-0.0150, 0.0752, -0.0566], [0.0509, -0.0614, 0.2083], [0.1082, 0.0335, 0.1475], [0.1810, -0.0196, 0.0929], [-0.0933, 0.0081, -0.0988], [0.2450, 0.3467, -0.2877], [2.3028, -2.5126, -0.0477], [-7.8385, 3.8781, 4.3200], [1.6821, -0.4993, -0.8242], [0.9008, -1.1502, 0.0132], [-0.0174, 0.6548, -0.4526], [2.0641, -0.1326, -2.9763], [0.3537, -0.2566, 0.2090], [-0.0750, -0.0998, 0.1018], [0.0339, 0.0134, -0.0310], [0.0791, 0.1438, -0.1502], [0.1398, -0.1757, -0.0966], [-0.1566, 0.0410, 0.0682], [0.1861, -0.2110, -0.0699], [0.1016, -0.0992, 0.0802], [0.1316, -0.0942, 0.1254], [-0.0911, 0.0993, -0.0527]],
  "charge": 0,
  "spin_multiplicity": 1
}

---

Entry 2:
{
  "formula": "C3H10NO3",
  "method": "ωB97M-V/def2-TZVPD",
  "elements": ["C", "O", "C", "C", "O", "N", "H", "H", "H", "H", "H", "H", "H", "H", "H", "H", "O"],
  "xyz": [[-0.991, 0.360, 1.013], [-0.369, 1.590, 1.162], [-0.596, -0.220, -0.409], [-1.459, 0.284, -1.595], [-2.709, -0.465, -1.552], [0.861, -0.074, -0.622], [-2.084, 0.359, 1.195], [-0.451, -0.208, 1.780], [-0.759, -1.317, -0.496], [-1.600, 1.329, -1.311], [-1.151, -0.031, -2.590], [-3.288, -0.090, -0.909], [1.033, 0.808, -1.083], [1.178, 0.104, 0.327], [3.426, -1.142, 1.490], [4.602, -0.173, 1.855], [4.357, -1.115, 1.745]],
  "forces_ev_per_angstrom": [[2.2160, 1.7743, -0.6948], [-1.0261, 0.2204, -0.3986], [-0.1629, -1.8771, -0.6157], [-0.5239, -0.9288, 2.0536], [0.1869, 0.0735, -0.7070], [-0.3407, -0.1438, 0.0046], [-0.1742, -0.2436, -0.1417], [-0.6354, -1.4671, 0.1157], [-0.1475, 0.2742, 0.5772], [-0.1672, 0.3761, -1.0992], [0.8974, 0.8681, 0.0912], [-0.3672, 0.4136, 0.8042], [-0.0146, 0.3207, 0.0890], [0.3056, 0.3343, -0.0377], [0.1251, 0.2766, -0.0192], [-0.5448, -0.8474, -0.1883], [0.3733, 0.5759, 0.1667]],
  "charge": -1,
  "spin_multiplicity": 1,
  "e_above_lowest_kj_mol": 136.3
}

---

Entry 3:
{
  "formula": "C4H11O4",
  "method": "ωB97M-V/def2-TZVPD",
  "elements": ["C", "O", "C", "C", "C", "O", "H", "H", "H", "H", "H", "H", "H", "H", "H", "O", "H", "H", "O"],
  "xyz": [[0.807, -1.867, 0.768], [0.570, -1.725, -0.576], [0.656, -0.443, 1.432], [-0.472, 0.418, 0.797], [-1.377, 1.023, 1.857], [-2.351, 1.692, 1.571], [0.105, -2.568, 1.284], [1.837, -2.174, 0.936], [0.405, -0.427, 2.509], [1.613, 0.093, 1.477], [-1.085, -0.042, 0.030], [0.055, 1.268, 0.358], [-1.130, 0.909, 2.932], [1.637, -1.965, -2.084], [0.860, -3.103, -2.505], [1.637, -2.606, -2.844], [0.368, 2.724, -2.142], [-1.036, 3.443, -1.804], [-0.082, 3.559, -1.996]],
  "forces_ev_per_angstrom": [[-0.6343, 1.6057, -0.9936], [-0.0316, -0.3833, 0.2311], [-0.5922, -0.1611, 0.7588], [1.0218, 0.3698, 1.3306], [-0.5077, 0.6701, -1.0571], [0.1968, -0.2700, 0.2838], [0.2021, 0.0209, -0.0330], [0.4617, -0.4904, 0.5714], [0.0617, -0.7756, 0.0507], [-0.0917, -0.0320, -0.7532], [0.2372, -0.3728, -0.1073], [-0.4488, 0.2150, -0.3379], [0.1881, -0.2518, -0.0393], [-0.1298, -0.3104, -0.0705], [0.6771, 0.3425, -0.3719], [-0.6180, -0.1182, 0.4941], [-0.5700, -0.2875, 0.1482], [1.1195, -0.5242, -0.1786], [-0.5419, 0.7533, 0.0737]],
  "charge": -1,
  "spin_multiplicity": 1,
  "e_above_lowest_kj_mol": 255.3
}

---

Number 1: electronic energy -88904.345 eV, HOMO-LUMO gap 0.1679 hartree, maximum force 9.9 eV Å⁻¹. Number 2: electronic energy -10904.569 eV, HOMO-LUMO gap 0.2307 hartree, maximum force 2.9 eV Å⁻¹. Number 3: electronic energy -12515.963 eV, HOMO-LUMO gap 0.2528 hartree, maximum force 2.0 eV Å⁻¹.